# 1
Density functional theory data (the ωB97M-V functional and the def2-TZVPD basis) for a structure of composition H14LiO7 at a distorted geometry.

The value obtained for the energy above the lowest of the compared OMol25 structures with the same formula, charge and spin is 68.8 kJ/mol. For the energy, the calculation gives -14761.3046 eV. The calculation puts the HOMO-LUMO gap at 10.4 eV.

ORCA input file:
```
! wB97M-V def2-TZVPD RIJCOSX def2/J DEFGRID3
* xyz 1 1
Li 0.320 -0.176 0.362
O 0.764 1.124 -1.236
H 0.197 1.855 -1.402
H 1.680 1.496 -1.336
O -0.762 -1.443 1.778
H -0.120 -1.644 2.466
H -1.448 -1.036 2.358
O 0.310 -2.025 -0.911
H 0.818 -2.699 -0.489
H 0.700 -1.899 -1.744
O 0.125 1.607 1.439
H 0.490 2.425 1.159
H 0.555 1.570 2.302
O 2.351 -0.578 0.810
H 2.739 -1.284 1.284
H 2.787 0.239 1.100
O -1.964 0.393 -0.019
H -2.263 -0.462 0.397
H -2.680 0.957 -0.206
O -1.760 0.238 -2.797
H -1.392 0.895 -3.354
H -1.447 0.450 -1.963
*
```

Atom charges from the Löwdin analysis, given in e for atoms 1 to 4:
1. Li 0.70
2. O -0.08
3. H 0.04
4. H 0.10

# 2
Density functional theory data (the ωB97M-V functional and the def2-TZVPD basis) for a cluster of 8 separate species, H14NO10 in total at a distorted geometry.

The value obtained for the energy above the lowest of the compared OMol25 structures with the same formula, charge and spin is 173.8 kJ/mol. For the energy, the calculation gives -22190.6457 eV. The calculation puts the HOMO-LUMO gap at 10.2 eV.

ORCA input file:
```
! wB97M-V def2-TZVPD RIJCOSX def2/J DEFGRID3
* xyz -1 1
N -21.577 -6.783 2.224
O -21.775 -5.729 2.834
O -20.882 -7.634 2.841
O -21.497 -6.835 0.952
O -20.356 -7.080 5.630
H -19.830 -7.807 5.991
H -20.653 -7.225 4.755
O -21.639 -3.236 3.983
H -22.064 -4.080 3.871
H -21.058 -3.357 3.305
O -20.637 -9.572 0.243
H -20.740 -8.859 -0.347
H -21.218 -9.242 0.939
O -18.714 -7.100 0.221
H -18.370 -6.224 0.630
H -19.569 -7.140 0.598
O -21.324 -3.747 0.428
H -21.692 -4.423 0.965
H -20.463 -4.060 0.074
O -21.203 -7.362 -1.525
H -21.623 -6.639 -1.973
H -21.165 -7.166 -0.569
O -18.203 -7.909 3.899
H -19.056 -7.837 4.295
H -18.318 -8.693 3.372
*
```

Atom charges from the Löwdin analysis, given in e for atoms 1 to 4:
1. N -0.46
2. O 0.00
3. O -0.03
4. O -0.09

# 3
Density functional theory data (the ωB97M-V functional and the def2-TZVPD basis) for a cluster of 8 separate species, H14NO10 in total at a distorted geometry.

The value obtained for the energy above the lowest of the compared OMol25 structures with the same formula, charge and spin is 152.7 kJ/mol. For the energy, the calculation gives -22190.8647 eV. The calculation puts the HOMO-LUMO gap at 10.0 eV.

ORCA input file:
```
! wB97M-V def2-TZVPD RIJCOSX def2/J DEFGRID3
* xyz -1 1
N 0.933 0.388 0.561
O 1.363 -0.767 0.441
O 0.456 0.994 -0.454
O 0.342 0.574 1.650
O -2.084 1.870 0.367
H -2.104 1.815 1.284
H -1.132 1.769 0.198
O 2.195 -2.921 -1.105
H 2.528 -2.667 -1.983
H 2.517 -2.262 -0.497
O -1.980 1.109 2.983
H -1.103 0.738 2.713
H -1.829 1.941 3.328
O 0.796 -0.428 -2.947
H 0.391 -1.234 -2.752
H 0.671 -0.030 -2.123
O -0.684 -1.920 -0.950
H 0.264 -1.723 -0.686
H -1.274 -1.371 -0.421
O 0.648 3.540 -2.254
H 0.509 2.713 -1.811
H 0.392 4.255 -1.736
O -0.922 -2.022 2.252
H -0.609 -2.883 2.089
H -0.291 -1.475 1.860
*
```

Atom charges from the Löwdin analysis, given in e for atoms 1 to 4:
1. N -0.46
2. O -0.05
3. O -0.05
4. O -0.05

# 4
Density functional theory data (the ωB97M-V functional and the def2-TZVPD basis) for a cluster of 8 separate species, H14NO10 in total at a distorted geometry.

The value obtained for the energy above the lowest of the compared OMol25 structures with the same formula, charge and spin is 118.0 kJ/mol. For the energy, the calculation gives -22191.2243 eV. The calculation puts the HOMO-LUMO gap at 10.1 eV.

ORCA input file:
```
! wB97M-V def2-TZVPD RIJCOSX def2/J DEFGRID3
* xyz -1 1
N -0.264 1.186 -0.056
O 0.908 1.318 -0.429
O -1.107 0.810 -0.891
O -0.383 0.802 1.138
O -1.541 -1.610 0.591
H -0.906 -1.919 1.241
H -1.199 -0.759 0.376
O 3.108 2.425 1.015
H 2.416 1.984 0.518
H 3.631 2.829 0.347
O 1.790 0.453 2.880
H 1.055 0.878 2.417
H 1.811 -0.403 2.473
O -1.413 -0.090 3.401
H -2.196 -0.577 3.035
H -1.024 0.321 2.632
O -1.537 0.226 -3.544
H -1.343 0.558 -2.676
H -1.435 0.924 -4.148
O -1.060 -2.228 -2.008
H -1.493 -1.553 -2.510
H -1.267 -1.913 -1.124
O 1.557 -1.225 -1.669
H 1.033 -0.578 -1.250
H 0.859 -1.860 -1.759
*
```

Atom charges from the Löwdin analysis, given in e for atoms 1 to 4:
1. N -0.48
2. O 0.00
3. O -0.02
4. O -0.09

# 5
Density functional theory data (the ωB97M-V functional and the def2-TZVPD basis) for a cluster of 6 separate species, H14NO5 in total at a distorted geometry.

The value obtained for the energy above the lowest of the compared OMol25 structures with the same formula, charge and spin is 67.0 kJ/mol. For the energy, the calculation gives -11949.7273 eV. The calculation puts the HOMO-LUMO gap at 12.2 eV.

ORCA input file:
```
! wB97M-V def2-TZVPD RIJCOSX def2/J DEFGRID3
* xyz 1 1
N -0.368 -0.589 0.658
H -0.108 -1.569 0.529
H -1.089 -0.440 -0.058
H -0.834 -0.428 1.567
H 0.379 0.099 0.545
H 3.774 1.920 -2.556
H 4.324 0.534 -2.309
O 3.681 1.163 -1.966
H -0.221 -3.938 -1.169
H -1.793 -4.103 -0.747
O -1.046 -3.528 -0.913
H -2.653 1.208 -1.510
H -2.455 2.418 -0.520
O -2.323 1.476 -0.645
H 1.404 2.416 -0.169
H 1.982 1.258 -0.904
O 1.182 1.505 -0.410
H -0.439 -0.051 3.945
H -1.629 0.814 3.498
O -1.202 -0.041 3.347
*
```

Atom charges from the Löwdin analysis, given in e for atoms 1 to 4:
1. N 0.29
2. H 0.13
3. H 0.12
4. H 0.09

# 6
Density functional theory data (the ωB97M-V functional and the def2-TZVPD basis) for a structure of composition H14NeO7Xe at a distorted geometry.

For the energy, the calculation gives -27030.5334 eV. The calculation puts the HOMO-LUMO gap at 10.3 eV.

ORCA input file:
```
! wB97M-V def2-TZVPD RIJCOSX def2/J DEFGRID3
* xyz 0 1
Ne -6.526 -1.460 -8.418
Xe -6.456 -1.016 -12.162
O -3.454 -0.058 -10.722
H -3.672 -0.976 -10.556
H -3.605 0.380 -9.885
O -8.290 1.889 -10.201
H -8.243 0.995 -9.864
H -9.099 2.243 -9.832
O -8.388 0.797 -14.830
H -8.113 1.437 -14.173
H -7.620 0.684 -15.390
O -7.937 -4.251 -12.510
H -7.224 -3.732 -12.883
H -7.526 -5.079 -12.262
O -3.603 -2.809 -10.055
H -3.530 -2.974 -10.995
H -4.487 -3.100 -9.828
O -4.002 2.094 -12.386
H -3.310 2.434 -12.954
H -3.737 1.193 -12.200
O -9.934 -0.885 -13.630
H -9.795 -1.686 -14.136
H -9.369 -0.236 -14.049
*
```

Atom charges from the Löwdin analysis, given in e for atoms 1 to 4:
1. Ne 0.00
2. Xe 0.38
3. O -0.10
4. H -0.05

# 7
Density functional theory data (the ωB97M-V functional and the def2-TZVPD basis) for a cluster of 7 separate species, H14O6S in total.

As for the structure (SMILES): O.O.O.O.O.O.S. The value obtained for the energy above the lowest of the compared OMol25 structures with the same formula, charge and spin is 71.0 kJ/mol. For the energy, the calculation gives -23347.6951 eV. The calculation puts the HOMO-LUMO gap at 10.2 eV.

ORCA input file:
```
! wB97M-V def2-TZVPD RIJCOSX def2/J DEFGRID3
* xyz 0 1
O -1.219 0.473 -1.306
H -1.291 -0.203 -0.619
H -1.936 0.276 -1.918
O 1.913 -0.099 1.512
H 1.825 0.354 0.654
H 2.868 -0.086 1.694
O 1.122 1.726 -0.447
H 0.904 2.661 -0.453
H 0.346 1.256 -0.805
O 1.829 -0.332 -3.297
H 2.602 0.173 -3.570
H 1.642 -0.052 -2.397
O -0.530 -1.407 2.941
H -0.148 -2.147 2.459
H -0.076 -0.654 2.545
O 0.740 -2.377 0.206
H 1.154 -3.205 0.459
H 1.257 -1.670 0.621
S -4.095 2.093 0.128
H -3.726 1.908 1.401
H -5.181 1.313 0.192
*
```

Atom charges from the Löwdin analysis, given in e for atoms 1 to 4:
1. O -0.07
2. H 0.06
3. H 0.06
4. O -0.06

# 8
Density functional theory data (the ωB97M-V functional and the def2-TZVPD basis) for a cluster of 7 separate species, H14O6S2 in total at a distorted geometry.

As for the structure (SMILES): SS.O.O.O.O.O.O. The value obtained for the energy above the lowest of the compared OMol25 structures with the same formula, charge and spin is 44.9 kJ/mol. For the energy, the calculation gives -34183.1573 eV. The calculation puts the HOMO-LUMO gap at 10.0 eV.

ORCA input file:
```
! wB97M-V def2-TZVPD RIJCOSX def2/J DEFGRID3
* xyz 0 1
S 1.057 -1.270 3.067
S 0.454 -3.018 3.997
H 2.396 -1.390 3.070
H 0.286 -3.722 2.870
O -1.848 1.067 -1.720
H -2.231 1.240 -0.844
H -1.740 0.137 -1.954
O 0.377 2.700 -2.281
H -0.249 1.956 -2.273
H -0.079 3.414 -1.842
O 1.443 -1.080 -0.790
H 2.224 -1.367 -0.328
H 0.958 -0.451 -0.236
O 1.382 1.729 0.406
H 1.155 2.201 -0.411
H 2.010 2.304 0.854
O -1.316 -1.662 -1.247
H -0.354 -1.529 -1.353
H -1.538 -2.362 -1.858
O -1.775 0.461 1.082
H -1.665 -0.162 0.368
H -0.945 0.804 1.424
*
```

Atom charges from the Löwdin analysis, given in e for atoms 1 to 4:
1. S 0.22
2. S 0.25
3. H -0.20
4. H -0.21

# 9
Density functional theory data (the ωB97M-V functional and the def2-TZVPD basis) for a cluster of 7 separate species, H14O7 in total.

As for the structure (SMILES): O.O.O.O.O.O.O. The value obtained for the energy above the lowest of the compared OMol25 structures with the same formula, charge and spin is 153.3 kJ/mol. For the energy, the calculation gives -14559.8720 eV. The calculation puts the HOMO-LUMO gap at 10.9 eV.

ORCA input file:
```
! wB97M-V def2-TZVPD RIJCOSX def2/J DEFGRID3
* xyz 0 1
O 2.202 1.211 -2.563
H 1.718 0.381 -2.659
H 2.837 1.207 -3.288
O -1.298 0.694 2.303
H -1.879 1.357 1.908
H -0.688 1.196 2.859
O 0.685 -0.185 0.209
H 0.832 0.569 -0.378
H -0.030 0.101 0.798
O -2.781 -0.841 -0.459
H -1.944 -0.504 -0.804
H -3.456 -0.272 -0.847
O 1.950 -3.415 -1.251
H 1.606 -2.602 -0.858
H 1.564 -4.120 -0.720
O 0.905 3.408 -0.981
H 1.640 2.943 -1.408
H 0.734 4.169 -1.546
O -1.379 -2.083 3.053
H -1.602 -1.224 2.650
H -1.615 -1.989 3.981
*
```

Atom charges from the Löwdin analysis, given in e for atoms 1 to 4:
1. O -0.05
2. H 0.05
3. H 0.05
4. O -0.05

# 10
Density functional theory data (the ωB97M-V functional and the def2-TZVPD basis) for a cluster of 7 separate species, H14O7 in total at a distorted geometry.

As for the structure (SMILES): O.O.O.O.O.O.O. The value obtained for the energy above the lowest of the compared OMol25 structures with the same formula, charge and spin is 314.1 kJ/mol. For the energy, the calculation gives -14558.2064 eV. The calculation puts the HOMO-LUMO gap at 10.6 eV.

ORCA input file:
```
! wB97M-V def2-TZVPD RIJCOSX def2/J DEFGRID3
* xyz 0 1
O -0.915 -0.253 -0.604
H -1.611 -0.339 -0.050
H -1.377 -0.475 -1.455
O 2.832 -0.284 -2.022
H 2.838 0.014 -2.980
H 2.795 0.453 -1.504
O -1.705 1.248 1.683
H -1.769 0.324 1.817
H -1.645 1.292 0.705
O 0.911 1.633 0.646
H -0.048 1.588 1.009
H 0.653 1.584 -0.263
O -3.144 -1.583 3.234
H -3.208 -1.699 4.177
H -2.570 -2.336 2.893
O 1.083 -1.365 2.152
H 0.831 -2.257 2.545
H 0.897 -1.373 1.218
O 1.051 0.763 -4.932
H 1.391 1.632 -4.753
H 1.913 0.321 -4.620
*
```

Atom charges from the Löwdin analysis, given in e for atoms 1 to 4:
1. O -0.01
2. H -0.04
3. H 0.10
4. O -0.02

# 11
Density functional theory data (the ωB97M-V functional and the def2-TZVPD basis) for a cluster of 7 separate species, H14O7 in total.

As for the structure (SMILES): O.O.O.O.O.O.O. The value obtained for the energy above the lowest of the compared OMol25 structures with the same formula, charge and spin is 143.6 kJ/mol. For the energy, the calculation gives -14559.9730 eV. The calculation puts the HOMO-LUMO gap at 9.4 eV.

ORCA input file:
```
! wB97M-V def2-TZVPD RIJCOSX def2/J DEFGRID3
* xyz 0 1
O -0.879 -1.008 -1.892
H -0.894 -0.378 -2.629
H -1.705 -0.850 -1.423
O 1.302 -2.822 -1.376
H 1.468 -2.894 -0.415
H 0.594 -2.165 -1.439
O 1.751 -2.547 1.418
H 1.628 -1.605 1.608
H 2.387 -2.850 2.075
O 0.291 -0.010 0.797
H -0.090 0.846 0.526
H -0.230 -0.663 0.319
O -1.761 1.800 -2.676
H -2.712 1.635 -2.670
H -1.508 1.882 -1.740
O 1.925 1.096 2.855
H 1.321 0.895 2.115
H 1.468 1.755 3.387
O -1.179 2.451 0.163
H -1.047 3.142 0.824
H -2.132 2.288 0.172
*
```

Atom charges from the Löwdin analysis, given in e for atoms 1 to 4:
1. O -0.05
2. H 0.05
3. H 0.05
4. O -0.09